# C34H53CaCl4N3O9P2S2SeSi

A molecular structure, C34H53CaCl4N3O9P2S2SeSi at a distorted geometry (ωB97M-V with the def2-TZVPD basis set, OMol25).

Calculated values
Kohn-Sham gap in eV: 5.22
Spin multiplicity: 1
Charge: -2
E_LUMO in eV: 3.61
ΔE to the lowest compared entry with this formula, charge and spin in kJ/mol: 279.47

XYZ file:
```
110
Properties=species:S:1:pos:R:3:forces:R:3
Ca -0.180249 0.405207 1.257873 -1.466 1.716 0.088
Cl 3.140088 4.157307 6.046972 0.134 0.099 0.167
C 2.246494 3.696921 4.637431 0.008 0.304 -0.136
C 1.890336 4.637189 3.699146 0.104 -0.077 0.292
Cl 2.351336 6.296202 3.904959 0.039 0.161 -0.002
C 1.137633 4.228559 2.590336 -0.011 0.215 -0.013
Cl 0.710408 5.442168 1.417811 -0.024 0.121 -0.322
C 0.716857 2.921265 2.369813 0.304 0.380 0.323
O -0.011952 2.568540 1.364880 0.029 0.979 -0.224
C 1.157336 1.915604 3.323446 0.385 0.742 0.388
O 0.899713 0.690565 3.121919 0.233 -0.538 0.822
C 1.883133 2.367095 4.435933 -0.007 -0.214 0.146
Cl 2.331302 1.189548 5.635735 -0.072 -0.197 0.082
C 1.649453 -2.264249 4.292218 0.103 -0.129 -0.348
C 1.439320 -3.514593 3.452329 0.030 -0.420 0.998
C 0.060670 -4.103921 3.726867 0.170 -0.031 -0.208
O 1.655067 -3.268625 2.053893 -0.566 0.718 -0.993
P 0.531304 -2.491914 1.185116 0.714 -3.498 -0.544
O -0.284501 -1.587210 1.970140 -0.118 -0.756 0.914
C 1.473397 -1.958118 -0.274114 -0.275 0.679 0.501
P 2.452105 -0.461238 0.031234 2.968 -1.513 -0.619
O 1.937542 0.808924 0.522240 -0.026 0.287 0.365
O 3.517298 -0.127782 -1.144860 -0.339 0.047 0.421
C 4.249711 -1.081846 -1.883799 0.354 -0.324 -0.302
C 5.539900 -0.382319 -2.307261 -0.291 -0.171 0.298
C 3.451030 -1.562665 -3.094442 0.020 0.114 0.330
O 3.454782 -1.181799 1.103664 -0.739 0.083 -0.581
C 4.474069 -0.352335 1.663410 0.747 0.490 0.354
C 4.126580 0.052867 3.085973 -0.124 -0.098 -0.455
C 5.802103 -1.108187 1.613963 -0.436 0.181 -0.223
O -0.432227 -3.658495 0.632269 0.290 0.848 0.446
C -0.214110 -4.783781 -0.197073 0.188 -0.569 -0.395
C 0.904840 -5.684073 0.322829 -0.315 0.159 0.048
C 0.017498 -4.402147 -1.659618 -0.231 0.017 0.290
H 1.335036 -2.448712 5.316860 -0.034 -0.050 0.108
H 1.063101 -1.442143 3.888148 0.019 0.154 0.162
H 2.693653 -1.972393 4.299613 0.097 0.077 -0.013
H 2.214811 -4.262540 3.692563 -0.238 0.172 -0.081
H -0.691430 -3.346341 3.520097 -0.184 -0.049 0.135
H -0.001609 -4.404002 4.771351 -0.019 0.026 0.061
H -0.133861 -4.972332 3.100097 -0.044 -0.074 -0.011
H 0.718362 -1.758457 -1.034796 0.070 -0.012 -0.057
H 2.164136 -2.752080 -0.553530 0.066 -0.047 0.120
H 4.481614 -1.937038 -1.233775 0.036 0.050 -0.006
H 5.279219 0.477449 -2.918889 0.003 0.105 -0.126
H 6.183606 -1.049315 -2.875918 0.050 -0.088 -0.077
H 6.074238 -0.021226 -1.431501 0.095 -0.006 0.058
H 3.456123 -0.797747 -3.866586 -0.048 0.085 -0.135
H 2.417866 -1.717110 -2.801503 -0.133 -0.122 -0.113
H 3.866705 -2.484762 -3.497972 0.079 -0.051 -0.036
H 4.543409 0.556507 1.050038 0.100 -0.108 0.111
H 4.341530 -0.753720 3.783102 0.028 -0.086 0.089
H 3.067263 0.286983 3.134732 -0.076 0.045 0.107
H 4.697777 0.930674 3.378340 0.069 0.093 0.056
H 5.698873 -2.058634 2.133896 -0.001 -0.080 0.098
H 6.566773 -0.510673 2.105049 0.117 0.013 0.056
H 6.111146 -1.305906 0.589198 0.060 -0.041 -0.112
H -1.168482 -5.328227 -0.133040 0.223 0.142 -0.030
H 1.839920 -5.132126 0.372211 0.140 -0.027 -0.024
H 1.022672 -6.542819 -0.335412 0.007 -0.066 -0.093
H 0.667072 -6.039126 1.322124 0.071 -0.056 0.108
H 1.057476 -4.151175 -1.852716 0.117 0.043 -0.045
H -0.611385 -3.548928 -1.902108 0.000 0.109 -0.114
H -0.255095 -5.237101 -2.303208 -0.006 -0.085 -0.047
C -3.649585 -3.825544 -1.786659 0.274 0.639 -0.069
Si -3.143050 -2.095077 -2.463023 -0.302 -0.237 -0.399
C -4.794465 -1.152971 -2.708794 0.656 -0.174 0.227
C -2.491983 -2.414540 -4.261244 -0.053 0.185 0.737
C -1.935708 -1.249226 -1.374867 -1.038 -0.706 -1.017
C -1.251498 -0.639026 -0.557790 -0.519 -0.468 -0.992
H -4.547133 -4.220358 -2.259327 -0.106 0.068 -0.193
H -3.853819 -3.725175 -0.725520 -0.025 -0.005 0.269
H -2.859454 -4.562968 -1.903924 0.172 -0.092 -0.028
H -5.475050 -1.668590 -3.386051 0.049 -0.182 -0.093
H -4.627294 -0.152264 -3.097315 0.090 0.187 -0.049
H -5.293732 -1.041795 -1.751758 -0.102 0.050 0.227
H -3.160736 -3.068375 -4.819336 -0.190 -0.093 0.036
H -1.506487 -2.875954 -4.261044 0.164 -0.058 0.055
H -2.414114 -1.479923 -4.812044 0.036 0.190 -0.039
C 1.309718 2.114891 -3.669719 0.089 -0.110 1.015
S 1.169596 1.667236 -1.861107 -0.554 1.633 -2.176
C -0.549920 2.210005 -1.736620 0.441 -0.249 0.293
O 1.125577 0.188389 -1.934074 -0.066 -0.934 -0.147
H 0.529871 1.597567 -4.212117 -0.236 -0.165 -0.018
H 2.281505 1.786393 -4.018434 0.207 -0.056 0.016
H 1.211955 3.186343 -3.782933 0.003 0.281 -0.025
H -0.620196 3.244813 -2.054574 0.033 0.211 0.068
H -0.817635 2.115513 -0.690035 -0.179 0.228 -0.110
H -1.176235 1.550057 -2.326722 0.011 -0.110 -0.088
Se -4.197525 0.286113 4.361713 -1.372 -0.355 1.318
C -2.960613 0.584120 3.168915 0.823 0.298 -0.858
N -2.144389 0.793972 2.374460 -0.372 0.086 0.089
N -2.164666 4.170441 0.935670 -0.188 0.198 -0.196
C -3.136773 3.993230 0.041018 -0.090 -0.123 0.194
S -3.647017 2.500932 -0.435267 -0.009 -0.732 -0.035
N -3.734578 5.163669 -0.413624 0.465 0.551 0.495
C -4.824526 5.243713 -1.269228 -0.350 0.056 -0.302
C -5.817433 6.193537 -1.028756 0.186 -0.091 0.089
C -6.930194 6.271696 -1.845329 -0.125 0.052 -0.108
C -7.066423 5.413143 -2.923979 -0.160 0.088 -0.046
C -6.057349 4.502359 -3.198012 -0.040 0.078 -0.019
C -4.938196 4.421576 -2.392304 -0.017 0.087 -0.098
H -1.534874 3.382039 1.171935 -0.051 0.171 0.087
H -1.771821 5.088193 1.091271 -0.007 -0.099 -0.047
H -3.632592 5.951143 0.216659 -0.020 -0.137 -0.157
H -5.721640 6.861587 -0.181888 -0.002 -0.018 0.101
H -7.703833 6.997098 -1.624880 0.002 0.015 -0.005
H -7.949610 5.458814 -3.547283 -0.029 0.004 -0.034
H -6.142502 3.843434 -4.052024 0.011 -0.036 -0.025
H -4.162358 3.710125 -2.611732 0.042 0.007 0.004
```
Forces are in eV/Å.

These are the Mulliken partial charges, in e, on atoms 1 to 4: number 1, Ca, carries 2.06; number 2, Cl, carries -0.27; number 3, C, carries 0.32; number 4, C, carries 0.12